Entry 1:
The following is a quantum chemistry calculation of a molecular structure, C29H35AlN3SSeSi, from OMol25.

Cartesian coordinates (Å):
1 Al 0.23 -0.70 -0.39
2 C -3.96 -1.72 2.42
3 C -3.60 -1.75 0.97
4 C -2.77 -2.74 0.46
5 C -2.51 -2.81 -0.91
6 C -3.10 -1.90 -1.77
7 C -3.90 -0.88 -1.26
8 C -4.14 -0.81 0.10
9 H -3.82 -0.73 2.84
10 H -3.36 -2.43 2.99
11 H -5.01 -1.98 2.54
12 H -2.37 -3.49 1.12
13 H -1.90 -3.61 -1.30
14 H -2.99 -1.99 -2.84
15 H -4.35 -0.16 -1.93
16 H -4.79 -0.04 0.49
17 C 0.54 2.44 2.57
18 Si -0.87 1.74 1.47
19 C -0.78 2.48 -0.28
20 C -2.59 2.07 2.21
21 N -0.45 0.05 1.13
22 C -0.37 -0.93 2.12
23 C 0.01 -2.22 1.74
24 C 0.10 -3.27 2.63
25 C -0.18 -3.04 3.96
26 C -0.55 -1.77 4.37
27 C -0.64 -0.72 3.47
28 H 1.09 3.22 2.05
29 H 1.24 1.67 2.87
30 H 0.14 2.89 3.47
31 H -0.52 3.53 -0.28
32 H -1.74 2.39 -0.79
33 H -0.04 1.95 -0.87
34 H -2.76 3.14 2.28
35 H -2.71 1.67 3.21
36 H -3.39 1.66 1.59
37 H 0.20 -2.38 0.64
38 H 0.38 -4.25 2.29
39 H -0.14 -3.85 4.67
40 H -0.77 -1.59 5.41
41 H -0.93 0.26 3.82
42 Se -0.05 -0.47 -2.66
43 C 0.62 -2.13 -3.45
44 C 1.98 -2.33 -3.62
45 C 2.43 -3.47 -4.25
46 C 1.53 -4.42 -4.70
47 C 0.17 -4.21 -4.55
48 C -0.29 -3.06 -3.93
49 H 2.69 -1.59 -3.27
50 H 3.49 -3.62 -4.39
51 H 1.89 -5.32 -5.17
52 H -0.54 -4.94 -4.92
53 H -1.35 -2.89 -3.83
54 N 3.49 0.94 -1.79
55 C 2.98 0.80 -0.57
56 S 2.58 -0.77 0.04
57 N 2.82 1.85 0.22
58 C 2.95 3.22 -0.14
59 C 3.65 4.06 0.71
60 C 3.74 5.41 0.42
61 C 3.11 5.92 -0.71
62 C 2.42 5.07 -1.56
63 C 2.36 3.71 -1.29
64 H 3.69 0.11 -2.33
65 H 3.87 1.83 -2.08
66 H 2.49 1.66 1.16
67 H 4.14 3.66 1.59
68 H 4.29 6.07 1.08
69 H 3.15 6.98 -0.91
70 H 1.94 5.46 -2.44
71 H 1.82 3.06 -1.96

Properties
* E: -125766.9253 eV
* E_HOMO: -10.7 eV
* net charge: +1

=====

Entry 2:
The following is a quantum chemistry calculation of a molecular structure, C29H35AuN3P2, from OMol25.

Cartesian coordinates (Å):
1 Au 0.79 0.65 -0.31
2 N 2.98 0.56 -0.32
3 C 3.72 1.64 0.41
4 C 3.63 2.97 -0.34
5 C 2.75 4.02 0.33
6 C 1.30 3.63 0.58
7 N 0.70 2.83 -0.56
8 H 3.25 -0.34 0.07
9 H 3.31 0.54 -1.29
10 H 4.76 1.32 0.51
11 H 3.31 1.70 1.42
12 H 3.31 2.78 -1.37
13 H 4.63 3.39 -0.44
14 H 2.78 4.94 -0.27
15 H 3.18 4.29 1.30
16 H 0.69 4.53 0.70
17 H 1.19 3.04 1.49
18 H 1.13 3.13 -1.43
19 H -0.28 3.07 -0.64
20 C -2.35 -2.37 0.22
21 N -1.32 -1.32 0.16
22 P -1.49 0.23 -0.45
23 C -2.51 1.29 0.54
24 C -3.87 1.37 0.25
25 C -4.69 2.11 1.09
26 C -4.16 2.77 2.19
27 C -2.80 2.68 2.48
28 C -1.97 1.94 1.66
29 C -1.97 0.23 -2.15
30 C -1.75 -0.91 -2.92
31 C -2.09 -0.89 -4.27
32 C -2.62 0.26 -4.84
33 C -2.82 1.40 -4.07
34 C -2.50 1.40 -2.72
35 P 0.35 -1.49 0.36
36 C 1.03 -2.79 -0.62
37 C 1.13 -4.07 -0.05
38 C 1.58 -5.12 -0.84
39 C 1.94 -4.89 -2.16
40 C 1.85 -3.62 -2.72
41 C 1.39 -2.56 -1.95
42 C 0.74 -1.60 2.09
43 C -0.21 -1.22 3.04
44 C 0.13 -1.25 4.38
45 C 1.40 -1.65 4.77
46 C 2.35 -2.03 3.82
47 C 2.02 -2.01 2.47
48 H -3.33 -1.90 0.15
49 H -2.29 -2.89 1.18
50 H -2.23 -3.08 -0.60
51 H -4.29 0.87 -0.61
52 H -5.75 2.18 0.88
53 H -4.80 3.35 2.83
54 H -2.39 3.20 3.34
55 H -0.91 1.84 1.90
56 H -1.35 -1.81 -2.48
57 H -1.94 -1.78 -4.87
58 H -2.88 0.26 -5.89
59 H -3.24 2.29 -4.52
60 H -2.69 2.28 -2.13
61 H 0.86 -4.24 0.98
62 H 1.66 -6.11 -0.41
63 H 2.31 -5.71 -2.76
64 H 2.14 -3.45 -3.75
65 H 1.31 -1.57 -2.39
66 H -1.21 -0.92 2.74
67 H -0.60 -0.98 5.13
68 H 1.66 -1.68 5.82
69 H 3.33 -2.36 4.13
70 H 2.74 -2.36 1.74

Properties
* E: -57357.9274 eV
* E_HOMO: -17.6 eV
* net charge: +3

=====

Entry 3:
The following is a quantum chemistry calculation of a molecular structure, C29H35Cl3CrN4O2P2, from OMol25.

Cartesian coordinates (Å):
1 Cr -0.37 -2.75 4.93
2 C -1.19 2.16 4.32
3 C -1.48 1.33 3.30
4 C -0.77 1.09 2.01
5 C 0.46 0.14 1.90
6 C 1.67 0.50 2.72
7 C 1.78 1.55 3.54
8 C 1.09 2.89 3.42
9 C -0.04 3.10 4.42
10 C 1.46 -2.04 5.76
11 H -1.85 2.15 5.20
12 H -2.33 0.64 3.45
13 H -0.51 2.03 1.51
14 H -1.52 0.56 1.43
15 H 0.15 -0.88 2.19
16 H 0.72 0.09 0.81
17 H 2.45 -0.29 2.76
18 H 2.53 1.50 4.34
19 H 0.76 3.12 2.40
20 H 1.84 3.65 3.67
21 H 0.36 2.95 5.44
22 H -0.36 4.15 4.33
23 H 1.26 -1.11 6.33
24 H 1.93 -1.82 4.77
25 H 2.11 -2.69 6.38
26 P 1.59 -1.18 -2.55
27 P -1.72 -0.66 -2.19
28 N 2.98 -0.10 -2.69
29 N 2.28 -2.45 -3.71
30 N -1.92 1.11 -2.22
31 N -3.36 -1.03 -2.80
32 C 0.58 -0.30 -3.85
33 C -0.89 -0.72 -3.87
34 C 3.56 0.54 -1.57
35 C 4.58 1.37 -2.01
36 C 4.64 1.27 -3.44
37 C 3.62 0.40 -3.83
38 C 2.44 -3.79 -3.32
39 C 2.84 -4.54 -4.43
40 C 2.95 -3.63 -5.54
41 C 2.58 -2.37 -5.07
42 C -1.76 1.82 -1.02
43 C -1.77 3.18 -1.30
44 C -1.99 3.33 -2.70
45 C -2.05 2.05 -3.25
46 C -4.18 -0.33 -3.69
47 C -5.22 -1.16 -4.10
48 C -5.04 -2.43 -3.46
49 C -3.89 -2.33 -2.68
50 H 1.00 -0.51 -4.84
51 H 0.67 0.79 -3.68
52 H -1.44 -0.09 -4.59
53 H -1.00 -1.77 -4.22
54 H 3.18 0.31 -0.58
55 H 5.23 1.98 -1.38
56 H 5.35 1.75 -4.10
57 H 3.32 0.11 -4.83
58 H 2.28 -4.07 -2.29
59 H 3.02 -5.61 -4.44
60 H 3.25 -3.88 -6.55
61 H 2.53 -1.45 -5.63
62 H -1.69 1.26 -0.10
63 H -1.65 3.96 -0.56
64 H -2.09 4.25 -3.24
65 H -2.21 1.76 -4.27
66 H -3.97 0.70 -3.95
67 H -6.02 -0.89 -4.78
68 H -5.67 -3.30 -3.56
69 H -3.39 -3.05 -2.04
70 Cl -2.63 1.38 8.25
71 C -1.99 -0.26 8.16
72 Cl -0.80 -0.57 9.46
73 Cl -3.34 -1.44 8.26
74 C -1.16 -0.42 6.79
75 O -0.39 0.48 6.50
76 O -1.41 -1.53 6.16

Properties
* 2S+1: 5
* ⟨S²⟩: 6.118
* E: -125257.9166 eV
* E_HOMO (spin up / spin down): -8.4 / -8.4 eV
* net charge: 0

=====

Entry 4:
The following is a quantum chemistry calculation of a molecular structure, C29H35Cl3N4O2P2Pb, from OMol25.

Cartesian coordinates (Å):
1 Pb -3.58 2.83 -0.60
2 C 0.03 -2.25 -3.90
3 C -0.56 -1.05 -4.06
4 C -2.06 -0.90 -4.04
5 C -2.73 -0.87 -2.65
6 C -3.42 -2.12 -2.17
7 C -3.09 -3.39 -2.46
8 C -2.07 -3.84 -3.46
9 C -0.59 -3.43 -3.17
10 C -3.68 2.69 1.62
11 H 1.06 -2.43 -4.22
12 H 0.03 -0.16 -4.34
13 H -2.51 -1.72 -4.62
14 H -2.29 0.06 -4.54
15 H -2.03 -0.48 -1.88
16 H -3.54 -0.11 -2.72
17 H -4.23 -1.92 -1.46
18 H -3.59 -4.21 -1.92
19 H -2.36 -3.61 -4.50
20 H -2.08 -4.94 -3.39
21 H -0.48 -3.28 -2.08
22 H 0.03 -4.29 -3.47
23 H -2.74 3.02 2.10
24 H -3.82 1.61 1.80
25 H -4.54 3.26 1.98
26 P -6.43 2.13 -0.65
27 P -4.83 4.23 -2.95
28 N -7.15 0.51 -0.88
29 N -7.84 2.68 0.39
30 N -4.99 3.09 -4.30
31 N -4.79 5.66 -4.05
32 C -7.15 2.82 -2.19
33 C -6.63 4.22 -2.53
34 C -6.86 -0.56 -0.02
35 C -7.80 -1.57 -0.23
36 C -8.70 -1.11 -1.24
37 C -8.28 0.16 -1.61
38 C -7.70 3.42 1.57
39 C -8.95 3.85 1.99
40 C -9.91 3.35 1.05
41 C -9.21 2.65 0.08
42 C -4.26 1.90 -4.31
43 C -4.84 1.00 -5.19
44 C -5.97 1.67 -5.78
45 C -6.06 2.92 -5.19
46 C -5.30 5.94 -5.33
47 C -5.22 7.31 -5.57
48 C -4.63 7.91 -4.41
49 C -4.39 6.89 -3.50
50 H -8.24 2.90 -2.11
51 H -6.92 2.11 -3.00
52 H -7.20 4.66 -3.36
53 H -6.72 4.91 -1.67
54 H -6.01 -0.49 0.64
55 H -7.82 -2.52 0.28
56 H -9.55 -1.64 -1.64
57 H -8.71 0.82 -2.35
58 H -6.71 3.56 1.98
59 H -9.16 4.46 2.86
60 H -10.98 3.49 1.08
61 H -9.58 2.14 -0.79
62 H -3.37 1.83 -3.70
63 H -4.52 -0.01 -5.40
64 H -6.61 1.28 -6.55
65 H -6.80 3.70 -5.35
66 H -5.66 5.17 -5.98
67 H -5.56 7.82 -6.46
68 H -4.42 8.96 -4.27
69 H -3.96 6.91 -2.51
70 Cl 1.99 1.53 0.17
71 C 0.73 2.61 0.80
72 Cl 0.33 2.20 2.50
73 Cl 1.27 4.30 0.72
74 C -0.64 2.44 -0.06
75 O -0.95 1.35 -0.58
76 O -1.31 3.52 -0.01

Properties
* E: -102084.8358 eV
* E_HOMO: -8.6 eV
* net charge: 0

=====

Entry 5:
The following is a quantum chemistry calculation of a molecular structure, C29H35F4N3O3P2PtS, from OMol25.

Cartesian coordinates (Å):
1 Pt -0.12 -0.42 -0.26
2 C -3.17 1.62 -0.01
3 C -2.56 1.41 -1.38
4 N -1.06 1.28 -1.51
5 C -0.76 1.04 -2.95
6 C -1.31 -0.23 -3.55
7 C -0.46 2.56 -1.08
8 C -0.37 2.68 0.42
9 N 0.14 1.46 1.02
10 C 0.44 1.47 2.34
11 C 1.07 0.35 2.95
12 F 1.33 -0.74 2.23
13 C 1.48 0.34 4.27
14 F 2.08 -0.74 4.73
15 C 1.26 1.43 5.08
16 C 0.62 2.53 4.55
17 F 0.38 3.59 5.31
18 C 0.20 2.56 3.24
19 F -0.45 3.64 2.83
20 H -4.20 1.30 -0.05
21 H -3.18 2.67 0.29
22 H -2.67 1.04 0.77
23 H -2.81 2.27 -2.02
24 H -2.99 0.54 -1.86
25 H 0.33 1.07 -3.05
26 H -1.15 1.91 -3.50
27 H -1.11 -1.10 -2.92
28 H -0.83 -0.40 -4.51
29 H -2.38 -0.19 -3.72
30 H -1.08 3.39 -1.45
31 H 0.50 2.66 -1.56
32 H -1.35 2.90 0.83
33 H 0.26 3.53 0.68
34 H 1.57 1.42 6.12
35 C 3.29 -0.20 0.40
36 P 2.03 0.09 -0.87
37 C 2.59 1.73 -1.40
38 C 2.41 -0.97 -2.30
39 C 3.38 -0.65 -3.24
40 C 3.59 -1.50 -4.32
41 C 2.84 -2.66 -4.46
42 C 1.88 -3.00 -3.51
43 C 1.66 -2.15 -2.43
44 P 0.53 -2.49 -1.07
45 C 1.49 -3.44 0.14
46 C -0.68 -3.69 -1.65
47 H 4.25 -0.23 -0.11
48 H 3.15 -1.12 0.95
49 H 3.29 0.63 1.11
50 H 3.67 1.66 -1.46
51 H 2.36 2.49 -0.65
52 H 2.20 2.03 -2.37
53 H 3.96 0.26 -3.17
54 H 4.33 -1.24 -5.06
55 H 3.00 -3.31 -5.31
56 H 1.31 -3.91 -3.63
57 H 1.81 -4.36 -0.36
58 H 0.86 -3.68 0.99
59 H 2.37 -2.91 0.48
60 H -0.13 -4.56 -1.98
61 H -1.30 -3.29 -2.45
62 H -1.33 -4.00 -0.83
63 O -3.47 -2.41 -2.03
64 S -3.68 -1.75 -0.77
65 O -4.57 -0.63 -0.75
66 N -2.17 -1.39 -0.10
67 C -1.96 -2.13 1.00
68 O -0.84 -2.08 1.55
69 C -3.08 -3.00 1.40
70 C -3.19 -3.85 2.49
71 C -4.37 -4.57 2.63
72 C -5.40 -4.45 1.70
73 C -5.29 -3.60 0.60
74 C -4.12 -2.89 0.49
75 H -2.38 -3.93 3.21
76 H -4.49 -5.24 3.47
77 H -6.30 -5.03 1.84
78 H -6.09 -3.51 -0.11

Properties
* E: -84767.4405 eV
* E_HOMO: -13.6 eV
* net charge: +2

=====

Entry 6:
The following is a quantum chemistry calculation of a molecular structure, C29H35N2ReSbSe, from OMol25.

Cartesian coordinates (Å):
1 Re -1.51 0.06 -0.44
2 C -2.02 1.16 3.68
3 C -1.99 -0.08 4.30
4 C -1.84 -1.25 3.56
5 C -1.71 -1.18 2.18
6 C -1.73 0.08 1.54
7 C -1.89 1.25 2.30
8 C -1.57 -2.33 1.30
9 C -1.58 -3.67 1.70
10 C -1.44 -4.66 0.76
11 C -1.29 -4.33 -0.60
12 C -1.14 -5.31 -1.61
13 C -1.02 -4.94 -2.92
14 C -1.04 -3.57 -3.27
15 C -1.16 -2.60 -2.31
16 C -1.29 -2.97 -0.96
17 N -1.41 -2.00 0.01
18 H -2.15 2.06 4.26
19 H -2.10 -0.14 5.38
20 H -1.83 -2.20 4.07
21 H -1.93 2.22 1.82
22 H -1.70 -3.92 2.75
23 H -1.44 -5.70 1.06
24 H -1.14 -6.36 -1.33
25 H -0.92 -5.69 -3.70
26 H -0.95 -3.29 -4.32
27 H -1.17 -1.56 -2.61
28 Se -2.53 1.88 -1.62
29 C -2.73 3.35 -0.39
30 C -3.95 3.54 0.23
31 C -4.05 4.60 1.13
32 N -3.05 5.42 1.41
33 C -1.89 5.23 0.78
34 C -1.68 4.21 -0.14
35 H -4.80 2.89 0.04
36 H -4.99 4.78 1.64
37 H -1.09 5.93 1.02
38 H -0.72 4.10 -0.62
39 C 3.49 -1.42 -1.52
40 C 2.12 -1.57 -0.87
41 C 2.18 -2.35 0.45
42 Sb 1.18 0.34 -0.54
43 C 1.59 1.64 -2.20
44 C 1.20 0.92 -3.49
45 C 3.02 2.17 -2.21
46 C 1.91 1.19 1.30
47 C 3.43 1.06 1.39
48 C 1.44 2.63 1.41
49 H 3.93 -2.41 -1.67
50 H 4.19 -0.85 -0.90
51 H 3.44 -0.94 -2.50
52 H 1.45 -2.08 -1.56
53 H 2.87 -1.88 1.16
54 H 2.56 -3.35 0.25
55 H 1.21 -2.45 0.93
56 H 0.89 2.47 -2.03
57 H 1.82 0.04 -3.66
58 H 1.35 1.59 -4.34
59 H 0.15 0.62 -3.50
60 H 3.75 1.36 -2.30
61 H 3.25 2.75 -1.32
62 H 3.15 2.82 -3.07
63 H 1.43 0.57 2.06
64 H 3.94 1.61 0.60
65 H 3.77 0.02 1.37
66 H 3.76 1.49 2.34
67 H 1.87 3.26 0.63
68 H 1.76 3.04 2.37
69 H 0.35 2.72 1.36

Properties
* 2S+1: 4
* ⟨S²⟩: 3.804
* E: -107619.3616 eV
* E_HOMO (spin up / spin down): -14.1 / -14.7 eV
* net charge: +2

=====

- net charge of number 2 (C29H35AuN3P2)?
  +3

=====

- Number 6 is which compound?
  C29H35N2ReSbSe

=====

- Which value of E does entry 5 give?
  -84767.4405 eV